Below is C19H36Cl2N8Pd as an isolated structure, with properties calculated with ωB97M-V with the def2-TZVPD basis set.

Geometry as XYZ:
```
66
Properties=species:S:1:pos:R:3:mulliken_charge:R:1
Pd 0.49 1.41 -0.13 0.092
Cl 1.53 3.98 0.31 0.514
C 0.92 3.56 -1.17 -0.539
Cl -0.69 2.60 1.72 0.091
H 1.11 4.03 -2.13 0.453
H 0.10 2.81 -1.43 0.482
C 1.04 2.88 1.44 -0.649
N 2.34 5.17 0.56 -0.684
C 3.76 5.58 0.58 -0.540
C 4.80 4.75 -0.27 -0.611
N 4.70 3.27 -0.60 -0.187
C 5.64 2.90 -1.72 -0.931
C 4.02 2.30 -0.14 1.126
N 3.45 1.29 0.11 -0.038
C 3.72 0.00 0.76 -1.117
C 2.49 -0.65 1.42 -0.499
N 1.27 -0.50 0.63 0.047
C 0.22 -1.29 0.43 0.884
N -0.64 -0.60 -0.45 -0.520
C -2.36 0.38 -1.89 -1.211
C -2.52 -2.52 0.68 0.322
C -1.20 -3.25 0.42 -1.306
N -0.02 -2.51 0.88 0.083
C 0.92 -3.24 1.75 -1.102
H 0.30 4.61 0.52 0.635
H 1.53 2.35 2.25 0.582
H 2.57 3.18 0.10 -0.502
H 4.09 5.57 1.61 0.350
H 3.79 6.61 0.21 0.352
H 5.77 4.83 0.22 0.417
H 4.88 5.21 -1.25 0.448
H 6.63 3.26 -1.46 0.368
H 5.31 3.39 -2.64 0.368
H 5.67 1.83 -1.86 0.401
H 4.50 0.11 1.51 0.479
H 4.08 -0.64 -0.04 0.473
H 2.31 -0.21 2.41 0.330
H 2.77 -1.69 1.56 0.403
H -1.53 0.85 -2.40 0.099
H -3.50 0.86 -0.17 0.314
H -3.21 0.18 -2.52 0.262
H -2.65 -2.38 -1.37 0.559
H -2.37 -1.76 1.45 0.235
H -1.08 -3.51 -0.63 0.312
H -1.22 -4.19 0.96 0.506
H 0.42 -4.10 2.17 0.359
H 1.25 -2.61 2.58 0.476
H 1.78 -3.60 1.18 0.390
N -2.55 0.77 -0.50 -0.429
C -2.02 -0.55 -0.76 1.133
N -2.89 -1.76 -0.59 0.353
C -4.39 -1.52 -0.75 -0.686
C -5.04 -2.68 -1.49 -1.003
C -5.32 -3.95 -0.69 -0.730
C -4.20 -4.48 0.20 -0.702
C -3.61 -3.47 1.19 -1.290
H -4.53 -0.62 -1.35 0.827
H -4.82 -1.34 0.23 0.349
H -4.44 -2.92 -2.37 0.409
H -5.99 -2.31 -1.89 0.353
H -5.64 -4.73 -1.38 0.392
H -6.20 -3.79 -0.06 0.363
H -3.41 -4.95 -0.40 0.355
H -4.61 -5.31 0.78 0.419
H -3.15 -4.01 2.02 0.524
H -4.42 -2.90 1.64 0.583
```

The expectation value of S² is 6.035. The HOMO energy (spin up / spin down) is -20.26 / -20.57 eV. Its energy relative to the best compared isomer or geometry (same formula, charge and spin) is 441.65 kcal per mole. The frontier orbital gap (spin up / spin down) is 8.5 / 6.1 eV. The largest force on an atom is 4.69 eV/Å. The total charge is +4. As for the spin multiplicity: 5.

=====

Below is C19H36Cl2NO3OsSSi as an isolated structure, with properties calculated with ωB97M-V with the def2-TZVPD basis set.

Geometry as XYZ:
```
64
Properties=species:S:1:pos:R:3:mulliken_charge:R:1
Os -2.25 0.62 -0.19 0.706
Cl -2.46 0.02 2.26 0.056
C -4.25 -0.21 2.07 -0.382
Cl -4.63 0.06 0.32 -0.036
H -4.77 0.54 2.64 0.399
H -4.52 -1.23 2.34 0.390
C -3.97 6.35 -2.08 -1.381
C -3.53 5.00 -1.60 0.961
C -3.39 4.71 -0.23 -0.755
C -3.00 3.47 0.17 -0.141
N -2.72 2.48 -0.74 -0.119
C -2.83 2.75 -2.08 -0.019
C -3.22 3.98 -2.51 -0.799
H -4.41 6.94 -1.29 0.386
H -4.68 6.25 -2.91 0.404
H -3.10 6.89 -2.47 0.344
H -3.60 5.47 0.51 0.435
H -2.88 3.22 1.22 0.477
H -2.59 1.95 -2.77 0.478
H -3.29 4.15 -3.58 0.474
C -0.46 -4.35 -1.23 -1.723
C -0.61 -3.18 -0.29 1.253
C -1.94 -2.48 -0.58 0.451
C -0.49 -3.58 1.17 -1.461
O 0.45 -2.24 -0.65 -0.068
Si 1.24 -1.01 -0.03 -1.095
S -0.23 0.79 -0.77 -0.082
O 2.49 -0.51 -0.81 -0.120
C 3.63 -1.12 -1.64 1.439
C 3.04 -1.57 -2.95 -1.475
C 4.20 -2.26 -0.83 -1.387
C 4.63 0.00 -1.82 -1.568
O 1.01 -0.69 1.50 1.309
C 1.78 -0.02 2.61 1.491
C 2.61 1.11 2.05 -1.350
C 2.63 -1.10 3.24 -1.490
C 0.72 0.49 3.56 -1.623
H -1.30 -5.05 -1.10 0.449
H 0.46 -4.89 -1.00 0.412
H -0.44 -4.03 -2.27 0.401
H -2.78 -3.00 -0.12 0.505
H -2.12 -2.34 -1.64 0.495
H -1.90 -1.45 -0.10 -1.240
H -1.26 -4.31 1.41 0.535
H -0.59 -2.72 1.84 0.174
H 0.48 -4.05 1.34 0.400
H 2.28 -2.35 -2.80 0.173
H 3.83 -1.98 -3.58 0.508
H 2.58 -0.73 -3.48 0.357
H 3.44 -3.03 -0.64 0.236
H 4.61 -1.91 0.12 0.302
H 5.02 -2.72 -1.39 0.515
H 4.18 0.85 -2.34 0.379
H 5.47 -0.36 -2.41 0.444
H 5.02 0.35 -0.86 0.372
H 3.35 0.75 1.33 0.234
H 3.15 1.60 2.86 0.548
H 1.98 1.86 1.56 0.292
H 3.36 -1.49 2.53 0.269
H 2.01 -1.92 3.61 0.327
H 3.18 -0.68 4.09 0.479
H 0.08 1.23 3.06 0.252
H 1.19 0.98 4.41 0.486
H 0.11 -0.34 3.94 0.318
```

The HOMO energy (spin up / spin down) is -18.73 / -18.72 eV. The frontier orbital gap (spin up / spin down) is 5.9 / 5.7 eV. The largest force on an atom is 2.17 eV/Å. The total charge is +3. As for the spin multiplicity: 1.

=====

Below is one molecule with the formula C19H36OP2, with properties calculated with ωB97M-V with the def2-TZVPD basis set.

Geometry as XYZ:
```
58
Properties=species:S:1:pos:R:3:mulliken_charge:R:1
C -1.08 4.61 -1.40 -1.334
C -1.75 3.23 -1.51 -0.519
P -1.37 2.15 -0.04 -0.200
C -3.08 2.01 0.69 -0.445
C -3.12 2.07 2.22 -1.222
P -1.27 0.03 -1.00 0.700
C -1.35 -1.71 -1.86 -0.622
C -2.20 -1.70 -3.12 -0.960
O -1.67 -0.91 -4.19 -0.592
C -1.39 -0.72 0.70 -0.967
C -0.42 -1.88 1.01 -0.743
C 0.16 -1.86 2.43 0.550
C 0.90 -0.57 2.80 -1.018
C 1.08 -3.07 2.60 -1.632
C 0.30 0.50 -1.88 -1.752
C 1.56 0.06 -1.17 0.257
C 2.12 0.87 -0.18 0.025
C 3.27 0.48 0.48 -0.956
C 3.90 -0.73 0.18 1.230
C 5.14 -1.15 0.92 -1.532
C 3.35 -1.52 -0.81 -0.900
C 2.20 -1.13 -1.49 -0.401
H -1.65 5.26 -0.73 0.355
H -1.01 5.10 -2.37 0.395
H -0.08 4.53 -0.98 0.299
H -2.83 3.35 -1.55 0.493
H -1.45 2.75 -2.44 0.405
H -3.55 1.08 0.35 0.275
H -3.69 2.81 0.27 0.573
H -4.14 2.20 2.57 0.394
H -2.73 1.16 2.67 0.224
H -2.53 2.92 2.58 0.334
H -2.51 0.33 -1.66 0.058
H -0.36 -2.07 -2.11 0.213
H -1.81 -2.43 -1.18 0.321
H -3.22 -1.37 -2.88 0.388
H -2.29 -2.71 -3.53 0.469
H -1.73 0.01 -3.94 0.385
H -1.28 0.07 1.43 0.068
H -2.42 -1.06 0.75 0.677
H 0.39 -1.94 0.28 0.085
H -0.97 -2.82 0.91 0.483
H -0.68 -1.99 3.12 0.357
H 1.97 -0.67 2.59 0.188
H 0.55 0.30 2.25 0.195
H 0.78 -0.34 3.86 0.347
H 0.63 -3.97 2.20 0.417
H 1.33 -3.23 3.65 0.426
H 2.02 -2.90 2.05 0.253
H 0.34 1.58 -2.00 0.755
H 0.26 0.04 -2.87 0.678
H 1.64 1.80 0.09 0.394
H 3.69 1.12 1.24 0.366
H 5.93 -0.40 0.82 0.375
H 5.53 -2.09 0.53 0.376
H 4.95 -1.28 1.99 0.300
H 3.83 -2.46 -1.07 0.315
H 1.81 -1.76 -2.28 0.396
```

The HOMO energy is -7.00 eV. The frontier orbital gap is 7.8 eV. The largest force on an atom is 0.31 eV/Å. The total charge is 0. As for the spin multiplicity: 1. As for the SMILES: CCP(CC)[PH](CCO)(CCC(C)C)Cc1ccc(C)cc1.

=====

Below is C19H37CoN9O4PSSi2 as an isolated structure, with properties calculated with ωB97M-V with the def2-TZVPD basis set.

Geometry as XYZ:
```
74
Properties=species:S:1:pos:R:3:mulliken_charge:R:1
Co -0.14 -0.19 -0.55 0.656
C 2.91 1.73 0.00 -1.407
Si 1.79 0.32 0.57 1.238
C 2.87 -1.24 0.58 -1.426
C 1.32 0.73 2.36 -0.211
C 2.16 0.63 3.47 -0.535
C 1.72 1.02 4.73 -0.578
C 0.43 1.54 4.89 -0.812
C -0.41 1.64 3.79 -1.191
C 0.01 1.22 2.53 0.942
Si -0.89 1.42 0.88 0.971
C -0.51 3.19 0.35 -1.225
C -2.76 1.29 1.00 -1.417
H 3.35 2.22 0.87 0.513
H 2.41 2.51 -0.57 0.377
H 3.75 1.37 -0.61 0.388
H 3.90 -0.98 0.81 0.451
H 2.86 -1.76 -0.38 0.254
H 2.53 -1.95 1.34 0.203
H 3.18 0.27 3.36 0.485
H 2.38 0.95 5.59 0.439
H 0.11 1.89 5.87 0.436
H -1.40 2.07 3.92 0.403
H -0.77 3.87 1.16 0.495
H -1.09 3.49 -0.53 0.343
H 0.55 3.34 0.12 0.244
H -3.10 1.75 1.93 0.449
H -3.13 0.27 0.98 0.333
H -3.22 1.86 0.19 0.373
N 2.32 -0.72 -2.82 -0.369
N 1.96 -2.00 -3.25 -0.387
C 0.76 -2.54 -2.96 0.602
N 0.43 -3.64 -3.62 -0.377
N 0.01 -1.90 -2.03 -0.124
N -1.19 -2.39 -1.73 1.008
O -1.94 -1.62 -1.15 -0.611
O -1.51 -3.59 -1.90 -0.951
H 2.34 -0.09 -3.61 0.334
H 3.23 -0.76 -2.38 0.298
H 2.51 -2.44 -3.97 0.183
H 0.98 -3.97 -4.40 0.166
H -0.45 -4.10 -3.42 0.196
N -0.91 -1.21 4.54 -0.085
C -0.02 -1.98 3.61 -0.343
P -0.96 -2.15 2.01 0.977
O -2.28 -1.53 2.32 -1.018
O -0.05 -1.67 0.90 -0.845
C -1.23 -3.98 1.86 -1.087
N -0.48 -4.65 0.77 -0.024
H -1.78 -1.01 4.00 0.442
H -0.48 -0.31 4.79 -0.048
H -1.14 -1.72 5.39 0.417
H 0.26 -2.92 4.07 0.644
H 0.87 -1.39 3.43 -0.457
H -2.30 -4.12 1.70 0.394
H -0.96 -4.47 2.79 0.540
H 0.49 -4.31 0.74 0.314
H -0.90 -4.45 -0.17 0.165
H -0.46 -5.66 0.90 0.427
N -2.49 4.06 -5.50 -0.343
C -1.44 4.27 -4.68 -0.041
S -0.61 5.67 -4.58 -0.294
C -1.11 3.12 -3.78 0.889
C 0.21 2.90 -3.38 -0.948
C 0.49 1.89 -2.50 -0.894
N -0.45 1.09 -1.98 0.952
C -1.71 1.29 -2.36 -0.390
C -2.08 2.27 -3.26 -1.142
H -2.76 4.80 -6.12 0.232
H -2.90 3.15 -5.62 0.196
H 0.99 3.55 -3.75 0.477
H 1.50 1.71 -2.16 0.674
H -2.46 0.64 -1.92 0.601
H -3.13 2.40 -3.49 0.459
```

The HOMO energy is -12.37 eV. Its energy relative to the best compared isomer or geometry (same formula, charge and spin) is 46.55 kcal per mole. The frontier orbital gap is 6.5 eV. The largest force on an atom is 1.08 eV/Å. The total charge is +2. As for the spin multiplicity: 1.

=====

total charge of number 2 (C19H36Cl2NO3OsSSi)? +3